(1)
{
  "formula": "HN2O4S",
  "method": "ωB97M-V/def2-TZVPD",
  "elements": ["N", "N", "O", "O", "O", "O", "S", "H"],
  "xyz": [[0.1417, -0.3763, -0.6895], [-0.9188, -0.0798, -0.0627], [-5.2210, -1.0857, 0.4969], [-0.8614, 0.6724, 0.9245], [-1.9682, -0.6793, -0.3214], [-5.3858, 0.8151, -0.9766], [-4.9796, 0.2860, 0.2925], [0.8990, 0.1815, -0.1783]],
  "lowdin_charge": [0.007, -0.703, -0.433, -0.154, -0.151, -0.452, 0.841, 0.045],
  "multiplicity": 1,
  "total_charge": -1,
  "e_above_lowest_kj_mol": 185.2
}



(2)
{
  "formula": "C9H14",
  "method": "ωB97M-V/def2-TZVPD",
  "elements": ["C", "C", "H", "H", "H", "H", "H", "H", "C", "C", "C", "C", "C", "C", "C", "H", "H", "H", "H", "H", "H", "H", "H"],
  "xyz": [[-3.2279, -0.3402, 0.4297], [-2.0720, -0.4269, -0.5327], [-3.6680, 0.6199, 0.4411], [-3.9758, -1.0834, 0.1955], [-3.1749, -0.4502, 1.5918], [-1.5024, -1.2630, -0.1411], [-1.4988, 0.4366, -0.5340], [-2.5840, -0.5056, -1.5594], [1.2161, 2.0897, -1.0902], [2.1217, -0.3966, 1.6249], [1.8705, -1.6037, 0.9832], [1.6679, 0.7854, 1.0302], [1.3609, 0.8221, -0.3440], [1.3464, -1.5923, -0.3078], [1.1545, -0.3956, -1.0416], [2.1060, -0.2391, 2.6833], [1.9548, -2.4446, 1.6256], [1.4286, 1.7250, 1.4953], [0.8894, -2.4296, -0.7896], [0.4437, 2.0957, -1.7635], [2.2953, 2.1711, -1.5020], [0.7438, -0.5197, -2.0824], [1.1043, 2.9449, -0.4121]],
  "lowdin_spin": [0.001, 0.003, 0.000, 0.000, 0.000, 0.000, 0.002, 0.000, 0.056, 0.018, 0.265, 0.175, 0.275, 0.079, 0.069, -0.004, 0.012, 0.007, 0.000, 0.007, 0.032, -0.001, 0.002],
  "multiplicity": 2,
  "total_charge": 1,
  "e_above_lowest_kj_mol": 171.3,
  "s2": 0.7692
}



- Number 1 is which compound?
  HN2O4S